{
  "formula": "C33H44AuN2OP2SSi2",
  "method": "the ωB97M-V functional and the def2-TZVPD basis",
  "spin_multiplicity": 3,
  "homo_ev": [-10.6867, -11.2692],
  "de_lowest_ev": 0.021,
  "total_charge": 1,
  "orbital_gap_ev": [8.45, 7.28],
  "symbols": ["Au", "C", "Si", "C", "C", "N", "P", "C", "P", "N", "Si", "C", "C", "C", "C", "C", "C", "C", "C", "C", "C", "C", "C", "C", "C", "C", "C", "C", "C", "C", "C", "C", "C", "C", "C", "C", "C", "C", "H", "H", "H", "H", "H", "H", "H", "H", "H", "H", "H", "H", "H", "H", "H", "H", "H", "H", "H", "H", "H", "H", "H", "H", "H", "H", "H", "H", "H", "H", "H", "H", "H", "H", "H", "H", "H", "H", "C", "S", "C", "O", "H", "H", "H", "H", "H", "H"],
  "xyz": [[6.7499, 11.8416, 11.8878], [4.9500, 9.9041, 13.9138], [6.2430, 8.7918, 13.2920], [5.4148, 7.3475, 12.4114], [7.4352, 8.2489, 14.6642], [7.1260, 9.7875, 12.1359], [8.5721, 9.8968, 11.4423], [9.1352, 11.5665, 11.5409], [9.0333, 13.3521, 11.4611], [7.4624, 13.7775, 11.4002], [6.4517, 14.8398, 10.5062], [7.3992, 16.4863, 10.1400], [4.8946, 15.0248, 11.4977], [6.2097, 14.0854, 8.7914], [9.8928, 13.9816, 9.9482], [10.7893, 15.0206, 9.9905], [11.5532, 15.3595, 8.8833], [11.2730, 14.6605, 7.7147], [10.3252, 13.6478, 7.6562], [9.7210, 13.2325, 8.8107], [9.7872, 14.1001, 12.9437], [9.0883, 15.0224, 13.6813], [9.6133, 15.6355, 14.8048], [10.9018, 15.2473, 15.1812], [11.6102, 14.2954, 14.4796], [11.0750, 13.6857, 13.3570], [9.8828, 8.9126, 12.1648], [10.3122, 7.7704, 11.4772], [11.3316, 7.0745, 12.0783], [11.7903, 7.4293, 13.3676], [11.3395, 8.5019, 14.0488], [10.4080, 9.3171, 13.3768], [8.5410, 9.5011, 9.6925], [7.4176, 8.8181, 9.2046], [7.5348, 8.3080, 7.8662], [8.6010, 8.6868, 7.0925], [9.6215, 9.4715, 7.5839], [9.6255, 9.8650, 8.8728], [4.3679, 9.4717, 14.7219], [5.4067, 10.8113, 14.2856], [4.2693, 10.2151, 13.0784], [4.5881, 6.9460, 12.9926], [4.8571, 7.7641, 11.5655], [6.0288, 6.4931, 12.0533], [6.8493, 8.1918, 15.5882], [7.9678, 7.2990, 14.4573], [8.2055, 9.0618, 14.7429], [7.6514, 17.0973, 11.0019], [8.2692, 16.3610, 9.4900], [6.6500, 17.0743, 9.5808], [5.1375, 15.1729, 12.5769], [4.3541, 15.8756, 11.1264], [4.3352, 14.1059, 11.3764], [7.0625, 14.1141, 8.1494], [5.9603, 13.0538, 8.9725], [5.3750, 14.5594, 8.2689], [10.9590, 15.4572, 10.9209], [12.2874, 16.1797, 8.8701], [11.8678, 14.9582, 6.8633], [10.1972, 13.1065, 6.7698], [8.9681, 12.4388, 8.7157], [8.0377, 15.1992, 13.3763], [8.9954, 16.2704, 15.3536], [11.3914, 15.6579, 16.0456], [12.6359, 14.0206, 14.7674], [11.7165, 13.0588, 12.7763], [9.9417, 7.5738, 10.4763], [11.7879, 6.1513, 11.6584], [12.5945, 6.8030, 13.8011], [11.7972, 8.7309, 15.0165], [9.9616, 10.1579, 13.8947], [6.6026, 8.5498, 9.8774], [6.6844, 7.7879, 7.4634], [8.7825, 8.3145, 6.0971], [10.5061, 9.7223, 6.9337], [10.4929, 10.3756, 9.2973], [9.3303, 12.2243, 16.8926], [7.8438, 12.5091, 15.9492], [6.6805, 11.7885, 17.0634], [7.8829, 11.6192, 14.7470], [9.6188, 11.2010, 16.7073], [9.0165, 12.2597, 17.9234], [10.0925, 12.9370, 16.7199], [6.7163, 12.4372, 17.8818], [6.9559, 10.7761, 17.3617], [5.6894, 11.8667, 16.5992]],
  "forces_ev_per_a": [[-0.02, 0.36, 0.01], [-1.11, 0.73, -0.46], [1.24, -0.95, -0.28], [-0.07, -0.08, -0.41], [0.42, 0.54, -0.57], [0.24, -0.13, -0.34], [-0.17, 0.09, 0.43], [0.20, 1.12, -0.08], [-0.93, 0.94, -0.55], [0.80, -1.30, 0.80], [1.40, 1.16, -1.28], [-1.24, -0.38, 0.08], [0.95, -0.02, 0.59], [-1.06, 0.46, 0.88], [-0.18, -1.40, 1.77], [0.67, -0.19, -0.40], [-0.65, 0.05, -0.34], [0.68, 0.73, -0.16], [1.33, 0.45, 0.57], [-1.62, -0.20, -0.88], [1.32, -1.58, -0.54], [-1.81, 0.24, -0.36], [1.42, -1.71, -0.82], [-0.40, 0.49, 0.48], [0.81, -0.64, -0.44], [-0.70, 1.36, 0.02], [-0.54, 0.23, -0.53], [0.60, 0.58, 0.25], [0.68, -1.47, 0.61], [1.32, -2.06, -1.00], [-0.31, 1.56, -0.08], [-0.17, -0.56, 1.25], [-0.72, 0.28, 0.15], [1.61, -0.73, -1.17], [-1.17, 1.30, 1.58], [0.36, -0.59, -0.65], [1.81, 0.33, -1.51], [-0.07, 0.04, 1.71], [-0.25, -0.11, 0.04], [0.23, 0.30, 0.19], [0.37, -0.37, 0.69], [0.12, -0.23, 0.50], [0.29, 0.04, -0.29], [-0.22, 0.66, 0.27], [0.32, -0.17, 0.03], [-0.42, 0.43, 0.20], [-0.83, -0.72, 0.22], [0.19, -0.04, 0.20], [-0.11, -0.12, 0.14], [0.30, -0.03, -0.01], [-0.22, -0.09, -0.78], [-0.58, 0.32, -0.06], [-0.43, -0.12, 0.08], [0.74, 0.18, -0.27], [-0.27, -0.66, -0.15], [-0.01, -0.09, -0.05], [0.27, 1.03, 1.38], [-0.43, -0.58, 0.23], [-0.22, -0.26, -0.39], [-0.32, -0.58, -1.25], [0.43, 0.18, 0.43], [0.75, 0.11, 0.21], [-0.57, 1.14, 0.91], [-0.09, 0.33, 0.29], [-0.58, 0.24, 0.05], [-0.03, -0.64, -0.35], [0.02, -0.31, 0.24], [-0.52, 0.90, 0.00], [-0.64, 0.39, -0.25], [-0.53, 0.17, -0.32], [0.12, 0.30, -0.13], [0.11, 0.18, -0.32], [0.05, -0.43, -0.20], [-0.61, -0.14, -0.26], [-1.12, -0.30, 0.67], [-0.32, 0.00, -0.07], [-1.06, -0.95, 0.63], [-0.05, 0.58, -0.95], [-0.24, -0.71, -0.80], [0.29, -0.09, -0.30], [0.36, -0.30, -0.26], [0.12, 0.23, 0.53], [0.68, 0.63, -0.49], [-0.22, 0.90, 1.61], [-0.13, -0.02, -0.19], [0.32, -0.26, 0.09]]
}


{
  "formula": "C33H44CdN4P2",
  "method": "the ωB97M-V functional and the def2-TZVPD basis",
  "spin_multiplicity": 1,
  "homo_ev": -7.1624,
  "de_lowest_ev": 0.000,
  "orbital_gap_ev": 7.58,
  "symbols": ["Cd", "C", "C", "C", "C", "C", "C", "C", "C", "C", "H", "H", "H", "H", "H", "H", "H", "H", "H", "H", "H", "H", "H", "H", "H", "P", "P", "N", "N", "N", "N", "C", "C", "C", "C", "C", "C", "C", "C", "C", "C", "C", "C", "C", "C", "C", "C", "C", "C", "H", "H", "H", "H", "H", "H", "H", "H", "H", "H", "H", "H", "H", "H", "H", "H", "H", "H", "H", "H", "C", "C", "C", "C", "C", "C", "H", "H", "H", "H", "H", "H", "H", "H", "H"],
  "xyz": [[-2.6480, -3.5913, 2.6463], [2.1483, -2.7187, 1.2770], [1.4509, -1.5830, 1.4432], [0.9706, -0.5431, 0.4706], [-0.2816, -0.8413, -0.3735], [-0.2072, -1.9441, -1.3973], [0.7992, -2.8127, -1.6063], [2.2580, -2.6280, -1.3051], [2.7361, -3.2611, 0.0200], [-1.7121, -5.1785, 0.2298], [2.4312, -3.2946, 2.1766], [1.0916, -1.3813, 2.4675], [1.7770, -0.1770, -0.1842], [0.6504, 0.2892, 1.1134], [-1.1348, -1.0048, 0.3299], [-0.5546, 0.0852, -0.9158], [-1.1866, -2.1656, -1.8505], [0.5734, -3.7470, -2.1374], [2.5586, -1.5713, -1.3588], [2.7678, -3.2062, -2.1004], [2.5328, -4.3436, 0.0115], [3.8402, -3.1903, 0.0438], [-1.9961, -5.9864, -0.4611], [-0.7843, -4.7396, -0.1578], [-2.5013, -4.4216, 0.1384], [-1.2574, 3.2546, -1.8228], [0.0687, 3.7326, 1.2194], [-0.6233, 2.9821, -3.4561], [-2.6053, 4.2957, -2.4532], [1.8258, 3.6627, 0.9941], [0.1828, 4.7750, 2.6651], [-0.1111, 4.6877, -1.4696], [-0.1926, 5.1356, 0.0040], [-0.4043, 1.6937, -3.9569], [0.1096, 1.7911, -5.2466], [0.2118, 3.1848, -5.5590], [-0.2263, 3.8909, -4.4417], [-3.9372, 3.9515, -2.2169], [-4.7689, 4.9224, -2.7677], [-3.9230, 5.9130, -3.3615], [-2.6057, 5.5074, -3.1508], [2.4828, 2.4265, 0.9456], [3.7751, 2.6114, 0.4729], [3.9476, 4.0175, 0.2684], [2.7402, 4.6340, 0.5700], [1.0844, 5.7814, 3.0327], [0.6120, 6.4243, 4.1737], [-0.6502, 5.8254, 4.5032], [-0.9006, 4.8402, 3.5577], [-0.3198, 5.5627, -2.1148], [0.9108, 4.3554, -1.7155], [0.5174, 5.9632, 0.1694], [-1.1970, 5.5385, 0.2169], [-0.6325, 0.8381, -3.3376], [0.3786, 0.9714, -5.8908], [0.5551, 3.6279, -6.4843], [-0.2660, 4.9542, -4.2745], [-4.1625, 3.0463, -1.6673], [-5.8466, 4.9278, -2.7531], [-4.2250, 6.8139, -3.8817], [-1.6944, 6.0059, -3.4316], [1.9895, 1.5389, 1.3019], [4.4981, 1.8324, 0.2911], [4.8514, 4.5247, -0.0511], [2.4768, 5.6808, 0.5313], [1.9950, 5.9476, 2.4817], [1.1052, 7.2298, 4.6964], [-1.2933, 6.0981, 5.3267], [-1.7301, 4.1653, 3.4306], [0.5257, -8.2057, 3.4162], [-0.6141, -8.1399, 2.4046], [-0.1116, -8.7729, 1.0947], [-1.7792, -8.9890, 2.9231], [-1.0881, -6.7150, 2.1923], [-1.5340, -5.6824, 1.6475], [0.7941, -9.2565, 3.6044], [0.2330, -7.7443, 4.3647], [1.4107, -7.6874, 3.0326], [0.1356, -9.8349, 1.2579], [-0.8774, -8.7172, 0.3093], [0.7875, -8.2557, 0.7331], [-2.1476, -8.5903, 3.8766], [-2.6067, -8.9860, 2.2022], [-1.4529, -10.0304, 3.0737]],
  "forces_ev_per_a": [[-0.23, 0.54, 0.49], [0.18, 0.81, 0.48], [-0.32, -1.00, 0.74], [-0.14, 0.46, -0.24], [-0.04, 0.52, -0.31], [-0.22, -1.17, 0.75], [-0.80, 0.56, -0.33], [0.36, -0.64, 0.22], [0.21, -0.19, -0.46], [-0.29, 0.43, -0.01], [-0.42, 0.34, -0.41], [0.34, -0.21, -0.43], [-0.29, -0.05, 0.32], [0.18, -0.06, -0.37], [0.47, -0.26, -0.61], [0.10, -0.10, 0.33], [0.43, -0.12, 0.24], [-0.01, 0.51, -0.14], [-0.05, -0.52, -0.11], [0.06, 0.64, 0.25], [-0.01, 0.16, -0.15], [-0.34, 0.03, 0.16], [0.13, -0.03, 0.47], [-0.16, 0.03, 0.30], [0.21, -0.02, 0.05], [-0.30, 2.49, -3.10], [2.22, 2.47, 0.74], [0.62, -0.97, -0.20], [-0.62, -0.18, 0.93], [0.31, -0.88, -0.51], [-1.12, 0.23, 0.56], [0.24, -0.02, 0.53], [-0.41, -0.09, -0.25], [0.31, 0.74, -0.79], [-0.47, 0.38, 1.04], [-0.45, 0.17, 1.29], [0.25, -0.96, -0.41], [-0.09, 0.85, -0.48], [1.01, -0.49, 0.24], [1.01, -0.83, 0.45], [-1.09, -0.13, 0.28], [0.80, 0.79, -0.39], [-1.05, 0.30, 0.50], [-1.02, 0.12, 0.17], [0.50, -0.76, -0.17], [-0.65, -0.02, 0.68], [-0.30, -0.98, -1.07], [0.19, -0.45, -0.88], [1.06, 0.63, 0.26], [0.04, -0.67, 0.32], [-0.26, -0.03, 0.16], [-0.34, -0.44, 0.18], [0.20, -0.11, -0.02], [0.02, 0.00, -0.13], [-0.04, -0.06, 0.04], [-0.02, -0.07, 0.16], [0.02, -0.21, -0.11], [-0.04, 0.14, -0.13], [0.03, -0.07, 0.05], [0.06, -0.19, 0.10], [-0.19, -0.02, -0.01], [0.08, 0.16, -0.16], [0.01, 0.04, 0.15], [-0.25, -0.10, 0.02], [0.10, -0.24, -0.10], [-0.10, -0.09, 0.19], [0.00, -0.09, -0.05], [0.02, -0.08, -0.08], [-0.05, -0.03, 0.12], [0.26, 0.07, 0.28], [-0.22, 0.23, 0.66], [-0.08, 0.45, -0.48], [-0.36, -0.02, 0.10], [-0.72, 1.42, -1.90], [1.62, -3.64, -0.23], [-0.06, 0.30, -0.05], [0.09, -0.09, -0.10], [-0.10, -0.04, 0.12], [-0.09, 0.41, 0.07], [0.17, -0.04, 0.17], [-0.21, -0.14, 0.05], [0.03, -0.15, -0.19], [0.14, -0.01, 0.19], [-0.07, 0.34, -0.02]]
}